1.
{
  "formula": "C45H94O16P2",
  "method": "ωB97M-V with the def2-TZVPD basis set",
  "smiles": "O=C1C=C(C[C@H]2CO2)C(=O)C(PP(=O)(O)O)=C1c1ccccc1.CC(C)O.CC(C)O.CC(C)O.CC(C)O.CC(C)O.CC(C)O.CC(C)O.CC(C)O.CC(C)O.CC(C)O",
  "multiplicity": 1,
  "species": ["O", "C", "C", "C", "C", "C", "C", "O", "C", "O", "C", "P", "P", "O", "O", "O", "C", "C", "C", "C", "C", "C", "C", "H", "H", "H", "H", "H", "H", "H", "H", "H", "H", "H", "H", "H", "H", "C", "C", "C", "O", "H", "H", "H", "H", "H", "H", "H", "H", "C", "C", "C", "O", "H", "H", "H", "H", "H", "H", "H", "H", "C", "C", "C", "O", "H", "H", "H", "H", "H", "H", "H", "H", "C", "C", "C", "O", "H", "H", "H", "H", "H", "H", "H", "H", "C", "C", "C", "O", "H", "H", "H", "H", "H", "H", "H", "H", "C", "C", "C", "O", "H", "H", "H", "H", "H", "H", "H", "H", "C", "C", "C", "O", "H", "H", "H", "H", "H", "H", "H", "H", "C", "C", "C", "O", "H", "H", "H", "H", "H", "H", "H", "H", "C", "C", "C", "O", "H", "H", "H", "H", "H", "H", "H", "H", "C", "C", "C", "O", "H", "H", "H", "H", "H", "H", "H", "H"],
  "positions_angstrom": [[-1.905, -1.475, -4.657], [-2.129, -0.498, -3.742], [-3.375, 0.549, -3.940], [-3.667, 1.681, -2.971], [-4.987, 2.591, -3.310], [-4.589, 4.290, -2.941], [-3.391, 4.978, -3.993], [-4.997, 5.332, -4.033], [-2.669, 1.839, -1.681], [-2.818, 2.786, -0.713], [-1.390, 0.794, -1.416], [-0.269, 1.071, 0.122], [-0.439, -0.543, 1.579], [-1.890, -1.148, 1.749], [0.787, -1.765, 1.194], [0.086, 0.131, 3.137], [-1.180, -0.311, -2.400], [0.035, -1.444, -2.215], [-0.482, -2.895, -1.565], [0.555, -4.170, -1.314], [2.122, -3.931, -1.770], [2.635, -2.481, -2.417], [1.601, -1.207, -2.640], [-4.112, 0.407, -4.867], [-5.246, 2.583, -4.457], [-5.882, 2.316, -2.609], [-4.567, 4.631, -1.734], [-2.800, 5.893, -3.530], [-3.478, 4.747, -5.144], [1.110, 1.019, -0.338], [1.682, -1.353, 1.453], [0.869, 0.735, 2.940], [-1.620, -3.046, -1.248], [0.133, -5.177, -0.853], [2.903, -4.796, -1.632], [3.782, -2.416, -2.729], [1.947, -0.172, -3.098], [-0.283, 1.108, 6.660], [1.036, 0.468, 7.063], [1.596, 1.100, 8.327], [1.976, 0.618, 6.002], [-0.152, 2.176, 6.452], [-0.668, 0.652, 5.742], [-1.033, 0.996, 7.449], [0.890, -0.606, 7.221], [1.794, 2.167, 8.177], [2.552, 0.637, 8.597], [0.902, 0.987, 9.165], [2.112, 1.568, 5.854], [-5.640, -2.978, -3.378], [-5.108, -2.242, -2.159], [-5.584, -2.890, -0.869], [-5.548, -0.886, -2.196], [-6.735, -2.962, -3.399], [-5.299, -2.492, -4.299], [-5.305, -4.020, -3.387], [-4.013, -2.231, -2.183], [-6.678, -2.871, -0.801], [-5.204, -2.343, 0.000], [-5.248, -3.930, -0.802], [-6.520, -0.886, -2.175], [5.422, -1.589, 5.763], [5.953, -0.853, 6.983], [5.477, -1.502, 8.273], [5.513, 0.502, 6.946], [4.326, -1.573, 5.742], [5.762, -1.104, 4.842], [5.756, -2.631, 5.755], [7.048, -0.843, 6.958], [4.383, -1.483, 8.341], [5.857, -0.954, 9.142], [5.813, -2.542, 8.339], [4.542, 0.503, 6.967], [4.901, 1.834, -2.905], [4.765, 0.568, -2.074], [6.059, 0.242, -1.345], [4.416, -0.520, -2.925], [5.677, 1.719, -3.670], [3.966, 2.049, -3.434], [5.154, 2.693, -2.277], [3.954, 0.690, -1.348], [6.876, 0.071, -2.055], [5.951, -0.678, -0.761], [6.347, 1.054, -0.670], [5.130, -0.636, -3.574], [2.558, -4.538, 6.877], [2.954, -4.816, 5.435], [1.756, -4.721, 4.504], [3.522, -6.120, 5.344], [1.823, -5.269, 7.229], [3.428, -4.621, 7.538], [2.133, -3.535, 6.983], [3.723, -4.101, 5.121], [0.992, -5.459, 4.772], [2.054, -4.936, 3.472], [1.306, -3.724, 4.539], [2.846, -6.761, 5.622], [-5.566, 7.451, -6.611], [-5.170, 7.174, -8.053], [-6.368, 7.268, -8.984], [-4.603, 5.870, -8.144], [-6.302, 6.720, -6.259], [-4.696, 7.368, -5.951], [-5.992, 8.454, -6.505], [-4.402, 7.888, -8.368], [-7.132, 6.530, -8.716], [-6.071, 7.054, -10.016], [-6.818, 8.265, -8.949], [-5.278, 5.228, -7.866], [2.921, -5.717, -7.001], [2.441, -5.365, -5.602], [1.402, -4.255, -5.635], [3.552, -4.949, -4.812], [3.393, -4.853, -7.482], [3.677, -6.508, -6.961], [2.091, -6.056, -7.629], [2.014, -6.254, -5.125], [1.821, -3.339, -6.067], [1.075, -4.004, -4.620], [0.527, -4.550, -6.222], [3.937, -4.160, -5.228], [2.204, 6.503, -2.151], [3.144, 5.378, -2.554], [3.751, 5.628, -3.925], [2.427, 4.147, -2.572], [1.371, 6.589, -2.857], [1.765, 6.304, -1.167], [2.730, 7.462, -2.112], [3.943, 5.282, -1.810], [2.972, 5.683, -4.694], [4.416, 4.805, -4.208], [4.323, 6.561, -3.940], [1.716, 4.224, -3.230], [4.854, -6.924, 8.569], [4.006, -7.679, 9.580], [3.876, -9.147, 9.208], [2.710, -7.091, 9.642], [4.400, -6.961, 7.572], [4.929, -5.866, 8.843], [5.863, -7.343, 8.509], [4.454, -7.590, 10.576], [3.388, -9.263, 8.234], [3.253, -9.675, 9.938], [4.856, -9.633, 9.168], [2.304, -7.165, 8.763], [-8.781, 5.910, -0.867], [-8.108, 5.586, -2.191], [-7.266, 6.753, -2.684], [-9.102, 5.277, -3.164], [-9.456, 6.767, -0.969], [-9.393, 5.066, -0.530], [-8.042, 6.137, -0.093], [-7.475, 4.699, -2.075], [-7.887, 7.641, -2.851], [-6.797, 6.511, -3.644], [-6.481, 7.006, -1.964], [-9.668, 6.059, -3.273]]
}

2.
{
  "formula": "C36H41CdN8P2S",
  "method": "ωB97M-V with the def2-TZVPD basis set",
  "multiplicity": 1,
  "total_charge": 1,
  "species": ["Cd", "C", "N", "C", "C", "N", "C", "P", "C", "N", "C", "C", "N", "C", "C", "N", "C", "C", "N", "C", "H", "H", "H", "H", "H", "H", "H", "H", "H", "H", "H", "H", "H", "H", "H", "C", "C", "C", "C", "C", "C", "C", "P", "C", "C", "C", "C", "C", "C", "C", "C", "C", "C", "C", "C", "C", "C", "H", "H", "H", "H", "H", "H", "H", "H", "H", "H", "H", "H", "H", "H", "H", "H", "H", "H", "H", "H", "S", "C", "N", "C", "C", "N", "H", "H", "H", "H", "H", "H"],
  "positions_angstrom": [[-0.064, -0.072, 0.736], [2.497, -3.968, 4.475], [2.074, -2.669, 3.975], [2.518, -1.459, 4.428], [1.884, -0.513, 3.675], [1.061, -1.123, 2.775], [1.190, -2.418, 2.968], [0.350, -3.734, 2.044], [0.963, -3.369, 0.377], [0.872, -2.218, -0.265], [1.430, -2.423, -1.494], [1.863, -3.714, -1.592], [1.558, -4.313, -0.404], [1.818, -5.704, -0.065], [-1.295, -2.981, 1.877], [-1.608, -1.794, 1.376], [-2.970, -1.699, 1.418], [-3.485, -2.840, 1.959], [-2.420, -3.646, 2.245], [-2.507, -4.980, 2.822], [3.211, -3.811, 5.278], [1.648, -4.528, 4.862], [2.979, -4.546, 3.688], [3.236, -1.377, 5.225], [1.977, 0.559, 3.722], [1.475, -1.646, -2.237], [2.347, -4.245, -2.393], [2.333, -6.169, -0.901], [2.449, -5.775, 0.818], [0.887, -6.239, 0.116], [-3.486, -0.823, 1.071], [-4.498, -3.140, 2.160], [-3.547, -5.183, 3.060], [-2.154, -5.731, 2.117], [-1.919, -5.044, 3.736], [3.162, 1.045, -3.027], [2.091, 0.878, -4.072], [2.447, 0.789, -5.413], [1.490, 0.683, -6.411], [0.146, 0.664, -6.077], [-0.231, 0.744, -4.744], [0.725, 0.852, -3.736], [0.270, 0.868, -1.965], [-1.567, 0.725, -2.010], [-1.954, -0.618, -1.921], [-3.285, -1.005, -1.970], [-4.261, -0.030, -2.086], [-3.890, 1.305, -2.161], [-2.558, 1.710, -2.133], [-2.257, 3.179, -2.227], [0.772, 2.549, -1.441], [0.830, 3.601, -2.356], [1.214, 4.873, -1.971], [1.559, 5.098, -0.645], [1.554, 4.046, 0.256], [1.182, 2.745, -0.109], [1.293, 1.637, 0.905], [4.141, 0.792, -3.432], [2.981, 0.422, -2.147], [3.198, 2.079, -2.676], [3.498, 0.806, -5.679], [1.795, 0.616, -7.447], [-0.609, 0.585, -6.847], [-1.282, 0.715, -4.485], [-1.187, -1.381, -1.820], [-3.552, -2.052, -1.907], [-5.308, -0.301, -2.119], [-4.658, 2.064, -2.244], [-3.184, 3.748, -2.270], [-1.673, 3.410, -3.119], [-1.685, 3.518, -1.363], [0.562, 3.419, -3.390], [1.246, 5.676, -2.695], [1.860, 6.086, -0.321], [1.891, 4.221, 1.272], [1.274, 2.067, 1.910], [2.274, 1.160, 0.791], [-2.428, 1.643, 1.354], [-1.661, 2.551, 2.539], [-1.639, 2.273, 3.857], [-1.051, 3.355, 4.640], [-0.335, 4.173, 3.549], [-0.973, 3.681, 2.336], [-2.281, 1.599, 4.236], [-0.359, 2.969, 5.386], [-1.821, 3.940, 5.145], [0.739, 3.974, 3.534], [-0.488, 5.244, 3.668], [-0.683, 3.945, 1.408]]
}

3.
{
  "formula": "C5H8O3",
  "method": "ωB97M-V with the def2-TZVPD basis set",
  "smiles": "C/C=C(/O)C=C(O)O",
  "de_lowest_kj_mol": 187.9,
  "multiplicity": 1,
  "species": ["C", "C", "C", "C", "C", "O", "O", "O", "H", "H", "H", "H", "H", "H", "H", "H"],
  "positions_angstrom": [[2.359, 0.934, -0.061], [-1.857, -0.021, -0.043], [0.410, -0.749, -0.027], [-0.591, 0.250, 0.321], [1.714, -0.411, -0.076], [-2.794, 0.960, -0.249], [-2.465, -1.237, 0.013], [0.137, -2.091, 0.049], [-3.405, -1.122, -0.176], [-2.463, 1.837, -0.033], [-0.816, -2.215, 0.141], [-0.288, 1.280, 0.411], [2.409, -1.240, -0.085], [3.226, 0.917, 0.600], [1.692, 1.723, 0.272], [2.733, 1.184, -1.057]]
}

Number 1: LUMO -2.11 eV, Kohn-Sham gap 6.2 eV, energy -3656.853432 Eh. Number 2: LUMO -1.83 eV, Kohn-Sham gap 7.4 eV, energy -3082.990898 Eh. Number 3: LUMO 0.35 eV, Kohn-Sham gap 7.7 eV, energy -420.984513 Eh.